ORCA calculation (the ωB97M-V functional and the def2-TZVPD basis) on an isolated ion of composition C5H8N5S and charge +1.

Output
energy above the lowest of the compared OMol25 structures with the same formula, charge and spin	2.7	kJ/mol
orbital gap	8.553	eV
charge	+1

Last column: natural (NBO) charge in e.
CARTESIAN COORDINATES (ANGSTROEM)
C: 0.97 0.19 0.05  0.044
C: 1.45 -1.10 0.13  0.356
C: -2.54 0.58 0.01  0.308
C: -0.83 -1.18 0.03  0.172
C: 1.65 1.52 -0.24  -0.635
N: -1.35 1.10 0.13  -0.325
N: 0.34 -1.92 0.24  -0.500
N: -0.42 0.12 0.07  -0.110
N: 2.65 -1.64 0.21  -0.791
N: -3.61 1.36 0.08  -0.746
S: -2.58 -1.22 -0.26  0.399
H: 2.56 1.38 -0.86  0.238
H: 0.86 1.99 -0.73  0.242
H: 2.02 1.99 0.74  0.244
H: 0.34 -2.86 -0.01  0.425
H: 3.46 -1.03 0.19  0.429
H: 2.73 -2.62 0.43  0.417
H: -3.28 2.28 0.07  0.424
H: -4.42 1.05 -0.28  0.410